Entry 1:
# C36H30Cl4N9O5Rh

A structure of composition C36H30Cl4N9O5Rh (ωB97M-V/def2-TZVPD, OMol25).

Calculated values
- HOMO level (spin up / spin down) (Eh) = -0.1862 / -0.3087
- largest force on an atom (eV/A) = 0.88
- ⟨S²⟩ = 6.027
- net charge = 0
- gap between HOMO and LUMO (spin up / spin down) (hartree) = 0.1810 / 0.2445
- electronic energy (eV) = -114560.64184
- multiplicity = 5
- relative energy (zero: lowest compared OMol25 entry of this formula, charge and spin) (kJ/mol) = 394.1

Geometry as XYZ:
```
85
C36H30Cl4N9O5Rh, DFT ωB97M-V/def2-TZVPD
Rh -0.30 1.06 1.32
Cl -0.38 -6.34 2.50
C 0.10 -3.82 1.38
C 2.51 -2.91 1.14
Cl 3.67 -4.10 0.71
C 2.75 -1.91 1.99
Cl 4.23 -1.63 2.78
C 1.59 -1.01 2.32
O 1.69 0.24 2.24
C -0.58 -1.63 1.76
O -1.43 -0.61 1.69
C -0.97 -3.08 1.71
Cl -2.31 -3.58 2.63
C 3.23 -1.87 -3.49
O 2.39 -2.11 -4.62
C 1.17 -1.54 -4.75
C 0.72 -1.41 -6.07
C -0.50 -0.84 -6.35
C -1.33 -0.39 -5.32
C -0.91 -0.54 -4.02
C 0.33 -1.12 -3.71
N 0.69 -1.31 -2.35
C 0.68 -0.33 -1.42
N 0.82 0.92 -1.88
C 0.99 2.13 -1.18
C 0.65 2.36 0.15
C 0.91 3.62 0.69
C 1.49 4.62 -0.06
C 1.80 4.40 -1.40
C 1.53 3.17 -1.95
O 1.82 2.90 -3.28
C 0.82 3.42 -4.17
N 0.51 -0.53 -0.13
C 0.52 -1.60 0.67
C 0.37 -1.60 3.07
C 0.66 -2.84 3.91
C 0.80 -4.14 3.64
C 0.63 -4.86 2.32
C 1.10 -3.01 0.55
O 1.21 -3.49 -0.79
C 0.76 -4.82 -1.06
H 4.21 -2.21 -3.80
H 2.91 -2.43 -2.61
H 3.27 -0.81 -3.25
H 1.38 -1.76 -6.85
H -0.81 -0.75 -7.38
H -2.29 0.05 -5.54
H -1.55 -0.24 -3.20
H 0.69 -2.25 -1.96
H 1.06 1.00 -2.86
H 0.63 3.81 1.72
H 1.69 5.59 0.39
H 2.24 5.17 -2.02
H 0.83 4.51 -4.15
H -0.17 3.07 -3.88
H 1.07 3.06 -5.16
H 0.01 -0.81 3.72
H 0.82 -2.58 4.95
H 1.05 -4.79 4.48
H 1.59 -5.24 1.98
H 0.95 -4.99 -2.11
H -0.31 -4.93 -0.85
H 1.32 -5.56 -0.47
N 0.72 1.94 4.54
C -0.59 2.21 4.33
N -1.31 2.56 5.39
C -2.60 2.87 5.10
N -3.35 3.27 6.16
N -3.18 2.84 3.91
C -2.38 2.46 2.90
N -1.04 2.15 3.07
C -2.88 2.36 1.58
C -4.22 2.70 1.24
C -4.63 2.62 -0.06
C -3.72 2.20 -1.06
C -2.45 1.86 -0.67
N -2.03 1.92 0.60
H 0.99 1.86 5.50
H 1.24 1.44 3.84
H -2.98 3.12 7.07
H -4.34 3.32 6.03
H -4.88 3.03 2.03
H -5.65 2.88 -0.32
H -4.00 2.13 -2.10
H -1.72 1.52 -1.39
```



Entry 2:
# C36H30CrF9NO6S4Sb

A structure of composition C36H30CrF9NO6S4Sb at a distorted geometry (ωB97M-V/def2-TZVPD, OMol25).

Calculated values
- HOMO level (spin up / spin down) (Eh) = -0.4060 / -0.4151
- largest force on an atom (eV/A) = 2.15
- ⟨S²⟩ = 6.009
- net charge = +1
- gap between HOMO and LUMO (spin up / spin down) (hartree) = 0.3154 / 0.3402
- electronic energy (eV) = -154344.71257
- multiplicity = 5
- relative energy (zero: lowest compared OMol25 entry of this formula, charge and spin) (kJ/mol) = 25.0

Geometry as XYZ:
```
88
C36H30CrF9NO6S4Sb, DFT ωB97M-V/def2-TZVPD
Cr -0.36 0.04 -1.15
O -0.66 0.16 0.82
S -0.88 0.02 2.31
C -2.53 -0.75 2.54
C -3.75 0.06 2.10
C -3.82 0.28 0.59
C -4.19 -0.99 -0.17
S -3.34 -1.05 -1.78
O -1.90 -1.37 -1.37
C -3.98 -2.65 -2.29
C -3.50 -3.82 -1.72
C -3.98 -5.03 -2.18
C -4.92 -5.07 -3.21
C -5.38 -3.89 -3.78
C -4.90 -2.67 -3.33
C -1.24 1.67 2.92
C -1.52 1.85 4.27
C -1.70 3.13 4.75
C -1.60 4.22 3.89
C -1.32 4.02 2.54
C -1.13 2.74 2.05
H -2.57 -0.98 3.60
H -2.45 -1.69 1.99
H -3.75 1.02 2.61
H -4.65 -0.48 2.43
H -2.85 0.63 0.26
H -4.53 1.08 0.37
H -5.26 -1.06 -0.37
H -3.87 -1.89 0.36
H -2.76 -3.78 -0.94
H -3.62 -5.95 -1.74
H -5.28 -6.02 -3.57
H -6.09 -3.92 -4.59
H -5.25 -1.75 -3.77
H -1.57 1.00 4.94
H -1.92 3.29 5.79
H -1.73 5.22 4.27
H -1.23 4.87 1.87
H -0.88 2.58 1.01
F 2.34 1.98 -3.11
C 2.05 1.25 -4.20
F 2.46 1.89 -5.27
F 2.68 0.08 -4.11
S 0.20 0.94 -4.21
O 0.02 -0.04 -3.13
O -0.13 0.51 -5.51
N -0.39 2.34 -3.80
S -0.97 2.43 -2.35
O 0.03 2.34 -1.30
O -2.12 1.58 -2.12
C -1.65 4.15 -2.28
F -2.04 4.33 -1.02
F -2.68 4.25 -3.09
F -0.73 5.04 -2.59
F 8.40 -0.59 -1.69
C 7.08 -0.53 -1.48
C 6.40 -1.68 -1.12
C 5.04 -1.61 -0.90
C 4.37 -0.40 -1.01
C 5.07 0.74 -1.40
C 6.43 0.68 -1.64
Sb 2.27 -0.24 -0.61
C 2.07 -1.98 0.65
C 0.96 -2.79 0.48
C 0.78 -3.94 1.24
C 1.74 -4.25 2.18
F 1.58 -5.36 2.93
C 2.86 -3.47 2.39
C 3.02 -2.33 1.61
C 2.53 1.21 0.97
C 2.72 2.55 0.63
C 2.83 3.53 1.60
C 2.73 3.16 2.93
F 2.81 4.10 3.88
C 2.54 1.84 3.31
C 2.43 0.87 2.32
H 6.94 -2.61 -1.02
H 4.49 -2.51 -0.64
H 4.55 1.69 -1.51
H 6.99 1.55 -1.95
H 0.21 -2.54 -0.27
H -0.07 -4.59 1.10
H 3.59 -3.76 3.13
H 3.89 -1.71 1.76
H 2.79 2.84 -0.41
H 2.99 4.57 1.35
H 2.48 1.59 4.36
H 2.31 -0.16 2.61
```



Entry 3:
# C36H30CsN11S6

A structure of composition C36H30CsN11S6 (ωB97M-V/def2-TZVPD, OMol25).

Calculated values
- HOMO level (Eh) = -0.0229
- largest force on an atom (eV/A) = 0.49
- net charge = -2
- gap between HOMO and LUMO (hartree) = 0.1389
- electronic energy (eV) = -119773.25751
- relative energy (zero: lowest compared OMol25 entry of this formula, charge and spin) (kJ/mol) = 210.7

Geometry as XYZ:
```
84
C36H30CsN11S6, DFT ωB97M-V/def2-TZVPD
Cs -2.42 0.53 -1.22
N -5.46 2.98 -3.22
C -4.17 3.32 -2.86
S -3.94 4.37 -1.55
N -3.27 2.83 -3.71
N -2.01 2.73 -3.29
C -1.12 2.56 -4.19
C 0.26 2.21 -3.84
C 1.15 1.81 -4.84
C 2.44 1.47 -4.51
C 2.83 1.53 -3.17
C 1.88 1.93 -2.24
N 0.64 2.26 -2.55
H -6.13 3.07 -2.48
H -5.52 2.12 -3.76
H -1.39 2.63 -5.25
H 0.80 1.74 -5.86
H 3.14 1.14 -5.27
H 3.84 1.28 -2.86
H 2.13 1.96 -1.19
C -4.24 0.19 3.64
C -4.24 1.40 4.30
C -3.50 2.46 3.79
C -2.79 2.27 2.61
N -2.78 1.10 1.98
C -3.47 0.09 2.48
C -2.01 3.37 1.95
C -1.93 4.66 2.47
C -1.22 5.62 1.77
C -0.62 5.27 0.57
C -0.73 3.96 0.13
N -1.40 3.03 0.81
H -4.81 -0.66 3.99
H -4.82 1.53 5.21
H -3.50 3.41 4.30
H -3.41 -0.84 1.92
H -2.43 4.92 3.39
H -1.17 6.64 2.14
H -0.08 6.00 -0.02
H -0.30 3.63 -0.81
S -6.26 -7.09 -1.06
C -5.40 -5.63 -1.15
S -4.02 -5.27 -0.22
C -3.67 -3.66 -0.81
C -4.53 -3.20 -1.76
S -4.56 -1.68 -2.60
S -5.80 -4.34 -2.18
S -2.27 -2.88 -0.10
N 4.31 -2.59 2.49
C 5.40 -2.81 3.30
C 6.44 -3.72 3.26
C 7.38 -3.64 4.27
C 7.28 -2.69 5.29
C 6.23 -1.78 5.33
C 5.28 -1.84 4.32
N 4.15 -1.07 4.12
C 3.61 -1.54 3.02
C 2.38 -1.02 2.39
C 1.82 0.17 2.84
C 0.69 0.64 2.19
N 0.13 0.03 1.15
C 0.66 -1.12 0.74
C 1.78 -1.68 1.32
H 4.08 -3.08 1.64
H 6.53 -4.45 2.47
H 8.22 -4.33 4.27
H 8.04 -2.66 6.07
H 6.15 -1.04 6.11
H 2.26 0.69 3.67
H 0.22 1.57 2.50
H 0.14 -1.61 -0.08
H 2.14 -2.63 0.95
C 2.09 -1.97 -2.42
C 0.86 -2.01 -3.26
N -0.16 -1.19 -3.15
C -1.09 -1.63 -4.06
C -0.63 -2.72 -4.73
N 0.63 -2.95 -4.21
H 2.13 -1.01 -1.91
H 3.00 -2.08 -3.03
H 2.08 -2.77 -1.68
H -2.07 -1.18 -4.14
H -1.07 -3.36 -5.47
H 1.24 -3.72 -4.44
```



Entry 4:
# C36H31Br2N7O2Rb

A structure of composition C36H31Br2N7O2Rb (ωB97M-V/def2-TZVPD, OMol25).

Calculated values
- HOMO level (Eh) = -0.1455
- largest force on an atom (eV/A) = 0.66
- net charge = -1
- gap between HOMO and LUMO (hartree) = 0.2225
- electronic energy (eV) = -193104.17946
- relative energy (zero: lowest compared OMol25 entry of this formula, charge and spin) (kJ/mol) = 59.9

Geometry as XYZ:
```
79
C36H31Br2N7O2Rb, DFT ωB97M-V/def2-TZVPD
Rb -1.49 -0.12 -0.55
C 6.37 -0.19 0.79
C 4.93 -0.58 1.04
C 4.39 -0.59 2.32
C 3.06 -0.89 2.52
C 2.16 -1.20 1.46
N 0.82 -1.30 1.67
C 0.33 -2.03 2.70
C 0.90 -3.28 3.06
C 0.37 -4.09 4.03
C -0.78 -3.73 4.73
C -1.41 -4.63 5.77
C -1.34 -2.50 4.42
C -0.80 -1.65 3.46
N -1.38 -0.35 3.36
C -1.57 0.48 4.41
C -2.16 1.62 3.92
C -2.26 1.39 2.54
N -1.80 0.20 2.22
C 2.77 -1.29 0.18
C 4.10 -0.94 -0.01
N 2.07 -1.82 -0.94
C 2.61 -2.64 -1.87
C 1.63 -2.91 -2.80
C 0.51 -2.20 -2.33
N 0.79 -1.56 -1.20
H 6.90 -0.07 1.73
H 6.44 0.75 0.24
H 6.89 -0.95 0.20
H 5.01 -0.33 3.17
H 2.64 -0.85 3.52
H 1.78 -3.59 2.51
H 0.84 -5.04 4.25
H -0.76 -5.47 6.00
H -2.36 -5.03 5.41
H -1.61 -4.09 6.69
H -2.23 -2.17 4.95
H -1.27 0.21 5.41
H -2.46 2.49 4.48
H -2.64 2.05 1.77
H 4.50 -0.95 -1.02
H 3.62 -3.00 -1.80
H 1.71 -3.52 -3.68
H -0.48 -2.14 -2.76
C -1.47 3.60 -2.21
C -2.70 2.99 -2.82
C -3.58 3.76 -3.60
C -4.70 3.19 -4.13
C -4.97 1.82 -3.90
C -6.08 1.12 -4.41
Br -7.37 2.01 -5.50
C -6.26 -0.21 -4.14
C -5.34 -0.89 -3.35
Br -5.64 -2.74 -2.99
C -4.19 -0.31 -2.77
O -3.38 -0.92 -2.03
C -4.03 1.11 -3.09
N -2.93 1.72 -2.59
H -1.19 4.52 -2.73
H -0.64 2.90 -2.24
H -1.65 3.84 -1.16
H -3.36 4.81 -3.78
H -5.39 3.77 -4.73
H -7.11 -0.74 -4.55
O 0.48 1.62 0.97
C 1.70 2.25 0.69
C 2.06 2.25 -0.78
C 2.95 3.18 -1.31
C 3.25 3.12 -2.66
C 2.66 2.14 -3.44
C 1.79 1.25 -2.82
N 1.49 1.32 -1.53
H 0.61 0.66 0.97
H 2.53 1.77 1.24
H 1.64 3.28 1.05
H 3.40 3.93 -0.67
H 3.93 3.84 -3.10
H 2.87 2.06 -4.50
H 1.32 0.45 -3.38
```



Entry 5:
# C36H31ClF6N2O4ReS2

A structure of composition C36H31ClF6N2O4ReS2 at a distorted geometry (ωB97M-V/def2-TZVPD, OMol25).

Calculated values
- HOMO level (spin up / spin down) (Eh) = -0.5036 / -0.5005
- largest force on an atom (eV/A) = 2.41
- ⟨S²⟩ = 0.759
- net charge = +2
- gap between HOMO and LUMO (spin up / spin down) (hartree) = 0.2384 / 0.2495
- electronic energy (eV) = -101621.41984
- multiplicity = 2
- relative energy (zero: lowest compared OMol25 entry of this formula, charge and spin) (kJ/mol) = 3.0

Geometry as XYZ:
```
83
C36H31ClF6N2O4ReS2, DFT ωB97M-V/def2-TZVPD
Re -0.25 -0.06 -0.11
Cl -6.17 -3.45 2.19
C -4.69 -2.61 2.01
C -4.37 -1.58 2.91
C -3.20 -0.87 2.76
C -2.31 -1.13 1.70
O -1.22 -0.41 1.60
C -2.62 -2.22 0.83
C -1.63 -2.73 -0.05
N -0.56 -2.07 -0.40
C 0.60 -2.73 -0.89
C 0.67 -3.91 -1.58
C 1.93 -4.45 -1.90
C 3.09 -3.84 -1.52
C 3.05 -2.62 -0.81
C 4.18 -1.91 -0.37
C 4.02 -0.73 0.33
C 2.73 -0.24 0.56
N 1.64 -0.87 0.14
C 1.79 -2.07 -0.52
C -3.82 -2.94 1.01
H -5.04 -1.35 3.72
H -2.94 -0.08 3.46
H -1.72 -3.77 -0.33
H -0.22 -4.43 -1.91
H 1.97 -5.38 -2.45
H 4.05 -4.27 -1.77
H 5.17 -2.29 -0.58
H 4.87 -0.16 0.68
H 2.58 0.69 1.08
H -4.06 -3.75 0.33
O 0.35 1.94 0.40
S 0.56 2.85 1.62
C -0.18 4.47 1.11
C -1.22 4.26 0.02
C -2.44 3.50 0.54
C -3.42 3.13 -0.56
S -2.75 1.74 -1.57
O -2.15 0.79 -0.52
C -4.32 0.97 -1.96
C -4.94 0.17 -1.00
C -6.21 -0.31 -1.26
C -6.85 0.01 -2.46
C -6.20 0.78 -3.41
C -4.93 1.27 -3.17
C 2.29 3.33 1.49
C 2.89 3.37 0.24
C 4.20 3.81 0.16
C 4.89 4.18 1.30
C 4.27 4.13 2.54
C 2.96 3.70 2.65
H 0.63 5.11 0.79
H -0.63 4.88 2.02
H -0.77 3.73 -0.82
H -1.52 5.25 -0.34
H -2.96 4.11 1.29
H -2.13 2.58 1.03
H -3.57 3.94 -1.27
H -4.38 2.81 -0.16
H -4.42 -0.06 -0.08
H -6.71 -0.92 -0.52
H -7.85 -0.35 -2.64
H -6.69 1.02 -4.35
H -4.41 1.86 -3.91
H 2.34 3.07 -0.65
H 4.69 3.86 -0.81
H 5.92 4.53 1.23
H 4.81 4.42 3.43
H 2.46 3.65 3.61
C 1.76 -0.54 -3.72
C 0.57 0.32 -3.27
O 0.56 0.43 -1.89
C 0.82 1.76 -3.81
F -0.13 2.63 -3.42
F 0.90 1.79 -5.13
F 1.98 2.21 -3.30
C -0.73 -0.28 -3.92
F -1.58 0.65 -4.41
F -1.43 -1.00 -3.02
F -0.45 -1.11 -4.93
H 2.66 -0.16 -3.23
H 1.89 -0.50 -4.80
H 1.60 -1.58 -3.41
```